Below is a 15-piece molecular cluster, C57H126NO45P3 overall, with properties calculated with the ωB97M-V functional and the def2-TZVPD basis.

Last column: Mulliken spin population.
Cartesian coordinates (Å):
C1 -1.71457 1.16490 -6.43663  0.05
C2 -2.19137 1.01055 -4.98176  0.00
N1 -3.63946 0.96551 -4.78050  0.72
C3 -4.00395 0.18840 -3.58054  0.06
C4 -3.63290 0.91625 -2.32983  0.11
C5 -4.40752 2.15686 -5.03044  0.02
C6 -5.74229 1.64336 -5.53783  0.04
H1 -0.62544 1.15397 -6.47875  0.00
H2 -2.02099 2.15675 -6.76896  0.00
H3 -2.10734 0.40646 -7.11382  0.00
H4 -1.78942 0.10293 -4.53148  0.01
H5 -1.77135 1.83969 -4.41235  0.03
H6 -5.08490 0.05477 -3.53819  -0.01
H7 -3.64882 -0.83804 -3.67213  -0.02
H8 -3.99128 0.47709 -1.39881  -0.02
H9 -2.54373 0.93979 -2.29412  -0.02
H10 -3.92048 1.96763 -2.32618  0.00
H11 -3.94384 2.83736 -5.74460  0.01
H12 -4.54320 2.69729 -4.09363  0.03
H13 -6.49802 2.34774 -5.88541  0.00
H14 -6.30643 0.99620 -4.86623  0.00
H15 -5.62810 1.02438 -6.42773  0.00
C7 0.53687 3.27364 0.83602  0.00
C8 -0.85898 2.60678 0.78959  0.00
O1 -0.72006 1.24634 1.21621  0.00
P1 -0.10540 0.10620 0.20211  0.00
O2 -0.27305 0.37227 -1.26483  0.00
O3 1.47630 0.04428 0.72391  0.00
C9 2.54347 -0.32209 -0.13939  0.00
C10 3.61397 0.71386 -0.15392  0.00
O4 -0.59869 -1.34367 0.76809  0.00
C11 -1.79571 -1.97303 0.37192  0.00
C12 -2.81807 -1.64862 1.41566  0.00
H16 1.36501 2.76524 0.34224  0.00
H17 0.37635 4.18914 0.26664  0.00
H18 0.87647 3.51331 1.84365  0.00
H19 -1.45375 3.24181 1.44617  0.00
H20 -1.38263 2.53804 -0.16391  0.00
H21 2.93901 -1.28415 0.18630  0.00
H22 2.15823 -0.43373 -1.15291  0.00
H23 3.47703 1.23392 0.79418  0.00
H24 4.61714 0.31085 -0.29304  0.00
H25 3.32821 1.34871 -0.99262  0.00
H26 -2.06840 -1.61187 -0.61971  0.00
H27 -1.52474 -3.02807 0.41139  0.00
H28 -3.67882 -2.31732 1.40989  0.00
H29 -2.36541 -1.64144 2.40720  0.00
H30 -3.13077 -0.60777 1.33239  0.00
C13 5.15110 -0.03652 3.42058  0.00
C14 5.78219 -0.97783 2.43891  0.00
O5 6.79464 -1.82525 2.91007  0.00
P2 6.79368 -2.65449 4.34648  0.00
O6 7.10947 -1.80237 5.53653  0.00
O7 7.82972 -3.85702 4.12630  0.00
C15 7.85406 -4.56984 2.92331  0.00
C16 9.21738 -5.13676 2.83856  0.00
O8 5.40898 -3.44100 4.38730  0.00
C17 4.86931 -4.01859 5.58142  0.00
C18 4.01249 -2.98908 6.20519  0.00
H31 5.87510 0.60222 3.92649  0.00
H32 4.45467 0.65881 2.95196  0.00
H33 4.51762 -0.65144 4.05986  0.00
H34 4.97610 -1.61305 2.07175  0.00
H35 6.25305 -0.40204 1.64211  0.00
H36 7.18046 -5.42097 3.02307  0.00
H37 7.51120 -3.97385 2.07754  0.00
H38 9.96257 -4.34158 2.85991  0.00
H39 9.43519 -5.75841 3.70701  0.00
H40 9.45609 -5.59775 1.88012  0.00
H41 4.29128 -4.92663 5.40988  0.00
H42 5.63979 -4.28911 6.30342  0.00
H43 4.61148 -2.18930 6.64068  0.00
H44 3.26764 -2.58171 5.52157  0.00
H45 3.45949 -3.43215 7.03344  0.00
C19 -7.48683 7.04869 -1.27195  0.00
C20 -7.57325 5.53916 -1.11015  0.00
O9 -6.68649 5.20927 0.01454  0.00
P3 -5.34331 4.40561 -0.23443  0.00
O10 -4.58821 4.09592 1.01220  0.00
O11 -5.81431 3.01857 -1.02701  0.00
C21 -6.81464 2.18800 -0.47822  0.00
C22 -7.36711 1.39961 -1.69791  0.00
O12 -4.52429 5.18579 -1.33729  0.00
C23 -3.16407 4.86259 -1.58825  0.00
C24 -2.70643 5.47880 -2.89816  0.00
H46 -7.75400 7.57820 -0.35744  0.00
H47 -6.48257 7.33723 -1.58231  0.00
H48 -8.18539 7.30285 -2.06914  0.00
H49 -8.58825 5.18700 -0.92614  0.00
H50 -7.22711 4.95266 -1.96121  0.00
H51 -6.54159 1.51982 0.33852  0.00
H52 -7.63539 2.81314 -0.12654  0.00
H53 -8.13224 0.70803 -1.34520  0.00
H54 -7.72584 2.08580 -2.46508  0.00
H55 -6.59475 0.81628 -2.19918  0.00
H56 -2.47271 5.19654 -0.81456  0.00
H57 -3.07472 3.77830 -1.52178  0.00
H58 -1.62520 5.35560 -2.96045  0.00
H59 -3.22066 4.95532 -3.70416  0.00
H60 -2.88838 6.55303 -2.92991  0.00
C25 -2.67334 5.83150 3.03572  0.00
O13 -1.75638 6.10721 1.98259  0.00
C26 -0.64716 6.76988 2.29163  0.00
O14 -0.41308 7.27137 3.40961  0.00
O15 0.04361 6.87466 1.14787  0.00
C27 1.28911 7.55124 0.99978  0.00
H61 -3.65997 5.47404 2.74094  0.00
H62 -2.83787 6.63674 3.75168  0.00
H63 -2.13658 5.08798 3.62492  0.00
H64 1.28526 8.54009 1.45834  0.00
H65 1.49642 7.52896 -0.07009  0.00
H66 2.09345 6.99121 1.47676  0.00
C28 -2.17949 -6.02739 0.14735  0.00
O16 -3.59579 -6.06181 0.52932  0.00
C29 -4.44586 -5.14622 0.13967  0.00
O17 -4.17834 -4.16454 -0.58061  0.00
O18 -5.72979 -5.25505 0.65191  0.00
C30 -6.13453 -6.34063 1.40191  0.00
H67 -1.80186 -7.03064 -0.05005  0.00
H68 -1.56844 -5.67999 0.98045  0.00
H69 -2.07074 -5.33799 -0.68991  0.00
H70 -5.56464 -6.40700 2.32869  0.00
H71 -5.94771 -7.28589 0.89230  0.00
H72 -7.19340 -6.22545 1.63342  0.00
C31 0.33626 5.19009 5.70057  0.00
O19 -0.19177 3.93542 5.28105  0.00
C32 0.55234 2.91799 4.96420  0.00
O20 1.79874 2.98130 4.78152  0.00
O21 -0.12868 1.79962 4.68699  0.00
C33 0.52934 0.59815 4.15840  0.00
H73 1.03121 5.64474 4.99457  0.00
H74 0.75152 5.02218 6.69428  0.00
H75 -0.54907 5.81188 5.83347  0.00
H76 0.87278 0.07297 5.04967  0.00
H77 1.39437 0.91844 3.57768  0.00
H78 -0.14951 -0.00805 3.55859  0.00
C34 -3.93453 1.33863 3.59575  0.00
O22 -4.20632 -0.02462 3.73816  0.00
C35 -5.28712 -0.58310 3.19428  0.00
O23 -6.06318 -0.09682 2.37152  0.00
O24 -5.46816 -1.81117 3.57251  0.00
C36 -6.57117 -2.59394 3.15020  0.00
H79 -4.55473 2.07194 4.11121  0.00
H80 -3.95561 1.76330 2.59209  0.00
H81 -2.90239 1.50778 3.90266  0.00
H82 -6.32104 -3.62530 3.39886  0.00
H83 -6.94742 -2.40039 2.14566  0.00
H84 -7.36938 -2.32717 3.84286  0.00
C37 5.59906 2.50234 -4.79114  0.00
O25 4.49368 1.62664 -5.10393  0.00
C38 4.29787 0.55087 -4.34591  0.00
O26 5.03130 0.22818 -3.41336  0.00
O27 3.29826 -0.18670 -4.82295  0.00
C39 2.88492 -1.37744 -4.15435  0.00
H85 5.63881 3.53088 -5.14977  0.00
H86 6.54564 1.98028 -4.93097  0.00
H87 5.71093 2.65594 -3.71783  0.00
H88 2.48387 -1.04387 -3.19727  0.00
H89 3.74499 -2.02756 -3.99395  0.00
H90 2.16343 -1.95751 -4.72974  0.00
C40 8.65182 1.38558 -2.64290  0.00
O28 8.03858 1.31866 -1.35445  0.00
C41 7.52963 2.52442 -0.86185  0.00
O29 7.57800 3.60409 -1.42829  0.00
O30 7.06974 2.20119 0.30769  0.00
C42 6.42594 3.16366 1.13537  0.00
H91 9.47193 2.09698 -2.73994  0.00
H92 7.90895 1.63195 -3.40155  0.00
H93 8.92699 0.38700 -2.98236  0.00
H94 5.37632 3.30079 0.87542  0.00
H95 6.83763 4.17288 1.12681  0.00
H96 6.46146 2.92030 2.19726  0.00
C43 3.84591 5.42096 -0.04642  0.00
O31 3.69235 4.41464 -1.00298  0.00
C44 2.74045 4.45767 -1.86676  0.00
O32 2.01908 5.39448 -2.15361  0.00
O33 2.66301 3.26718 -2.55715  0.00
C45 1.55460 2.96844 -3.37907  0.00
H97 3.63469 6.44260 -0.36224  0.00
H98 4.83450 5.41910 0.41269  0.00
H99 3.08855 5.11436 0.67504  0.00
H100 1.71268 1.94880 -3.73042  0.00
H101 1.52803 3.59296 -4.27203  0.00
H102 0.59876 3.13999 -2.88405  0.00
C46 2.11883 -5.35224 -1.34381  0.00
O34 1.00901 -4.49181 -1.28399  0.00
C47 0.54235 -4.02110 -2.46163  0.00
O35 1.08166 -4.09946 -3.57915  0.00
O36 -0.72013 -3.56207 -2.23401  0.00
C48 -1.52502 -3.13416 -3.34889  0.00
H103 3.05244 -4.81342 -1.50545  0.00
H104 2.15487 -6.06592 -2.16689  0.00
H105 2.17967 -5.96330 -0.44325  0.00
H106 -2.52474 -2.76179 -3.12525  0.00
H107 -1.60735 -3.99307 -4.01492  0.00
H108 -1.07332 -2.34550 -3.95060  0.00
C49 1.85331 -7.28817 3.90369  0.00
O37 1.55261 -5.87056 3.98270  0.00
C50 1.85835 -5.12212 2.91414  0.00
O38 2.49220 -5.49875 1.94701  0.00
O39 1.51778 -3.86809 3.21402  0.00
C51 1.71211 -2.93747 2.14704  0.00
H109 2.92291 -7.48342 3.98077  0.00
H110 1.44783 -7.65640 2.96131  0.00
H111 1.34382 -7.77144 4.73734  0.00
H112 2.72848 -3.00555 1.75913  0.00
H113 1.56140 -1.93374 2.54444  0.00
H114 1.05392 -3.06944 1.28828  0.00
C52 5.35195 -5.32726 0.74777  0.00
O40 6.21351 -4.61915 -0.14896  0.00
C53 5.82987 -3.39817 -0.52516  0.00
O41 4.80488 -2.80221 -0.15523  0.00
O42 6.75820 -3.01114 -1.48207  0.00
C54 6.84534 -1.72748 -2.01545  0.00
H115 4.98547 -4.72571 1.57959  0.00
H116 5.92052 -6.20077 1.06684  0.00
H117 4.53264 -5.68080 0.12180  0.00
H118 7.87800 -1.43944 -2.21230  0.00
H119 6.62002 -0.93389 -1.30303  0.00
H120 6.30655 -1.65284 -2.96004  0.00
C55 -6.45035 -2.20988 -1.28400  0.00
O43 -6.82457 -3.12730 -2.27502  0.00
C56 -7.91916 -3.88375 -2.09842  0.00
O44 -8.64212 -3.89689 -1.06355  0.00
O45 -8.00059 -4.68025 -3.14979  0.00
C57 -8.90868 -5.80423 -3.17704  0.00
H121 -6.00198 -2.72935 -0.43711  0.00
H122 -7.29993 -1.62884 -0.92525  0.00
H123 -5.75739 -1.52414 -1.77150  0.00
H124 -8.60285 -6.69352 -3.72815  0.00
H125 -9.81426 -5.54773 -3.72679  0.00
H126 -9.25490 -6.07174 -2.17870  0.00

Output
* orbital gap (spin up / spin down): 9.3 / 4.8 eV
* charge: +1
* M: 1638.52 g mol⁻¹
* ⟨S²⟩: 0.754
* spin multiplicity: 2
* DFT total energy: -6712.027025 Eh
* LUMO level (spin up / spin down): -2.014 / -6.480 eV